[1]
The following is a quantum chemistry calculation of a structure of composition C21H37AsF5N4O2P2STi, from the Open Molecules 2025 dataset.

## Properties
Gap between HOMO and LUMO (spin up / spin down) in eV: 6.392 / 7.714
F_max in hartree/bohr: 0.0844
E in eV: -159381.062
Total charge: +1
HOMO energy (spin up / spin down) in eV: -8.785 / -10.149
Multiplicity: 3
Relative energy (zero: lowest compared OMol25 entry of this formula, charge and spin) in kJ/mol: 32.92

Element x y z (Å)
Ti: -0.5281 0.3058 0.5367
C: 0.8963 3.6874 0.2802
P: 0.0512 2.4331 -0.8248
C: 1.1420 2.1776 -2.2416
C: -1.3606 3.3557 -1.5378
C: -2.6565 2.8278 -0.8497
P: -2.4644 1.0095 -0.5968
C: -2.7996 0.1853 -2.2011
C: -3.9541 0.6779 0.4245
H: 0.9533 4.6648 -0.2286
H: 1.8959 3.3446 0.5892
H: 0.2802 3.8551 1.1519
H: 1.5156 3.0957 -2.6883
H: 0.5854 1.6054 -3.0202
H: 1.9921 1.5937 -1.8942
H: -1.3840 3.1474 -2.6323
H: -1.2031 4.4178 -1.3915
H: -3.5707 3.1292 -1.4037
H: -2.7620 3.2620 0.1800
H: -3.6693 0.6181 -2.6767
H: -3.0780 -0.8585 -2.0014
H: -1.9588 0.2922 -2.8515
H: -4.7783 1.3201 0.1272
H: -3.7025 0.7923 1.4657
H: -4.2170 -0.3534 0.2328
F: -7.2664 -3.1640 0.3589
C: -5.9493 -3.0620 0.5040
C: -5.3547 -2.8812 1.7444
F: -6.1305 -2.7001 2.8739
C: -3.9854 -2.5881 1.8215
F: -3.4877 -2.2002 3.0200
C: -3.1461 -2.5688 0.7173
S: -1.4838 -1.9302 0.7406
C: -3.7603 -2.9821 -0.5015
F: -2.9306 -3.2402 -1.5527
C: -5.1337 -3.1258 -0.6326
F: -5.7433 -3.3185 -1.8244
N: 1.6448 0.4471 0.9972
C: 2.8333 0.3902 1.1941
N: 4.1271 0.3541 1.1066
C: 4.9820 0.5649 2.2605
C: 6.4139 0.0048 2.1127
O: 7.0106 0.0505 0.7903
C: 6.0899 -0.1837 -0.2861
C: 4.8250 0.6671 -0.1507
H: 4.4112 0.2011 3.1076
H: 5.0613 1.6680 2.4485
H: 6.4282 -1.0685 2.4994
H: 7.0969 0.6178 2.7235
H: 5.8839 -1.2557 -0.3568
H: 6.6029 0.0723 -1.2137
H: 4.1189 0.5482 -1.0052
H: 5.1599 1.7288 -0.1469
N: 0.6079 0.4953 3.7909
C: -0.6124 0.9879 3.5312
N: -1.3213 1.6245 4.4383
O: -1.0955 0.8198 2.3309
H: 0.9361 0.4022 4.7500
H: 1.0297 -0.0748 3.0715
H: -1.0192 1.6859 5.4085
H: -2.2614 1.9122 4.1966
C: 0.5160 -3.5259 -1.3120
As: 0.4705 -1.5523 -1.5928
C: -0.5060 -1.7750 -3.3096
C: 2.3119 -1.3654 -2.3819
H: 1.2961 -3.9797 -1.9146
H: -0.4985 -3.8922 -1.5784
H: 0.6884 -3.7711 -0.2591
H: 0.2012 -2.2163 -4.0096
H: -0.9133 -0.8485 -3.6592
H: -1.3212 -2.5134 -3.2152
H: 2.2977 -1.9291 -3.3006
H: 3.1005 -1.8178 -1.7253
H: 2.5498 -0.2984 -2.5581

In the Mulliken picture, each atom carries the following charge in e: atom 1 (Ti): -0.578, atom 2 (C): -1.342, atom 3 (P): 1.265, atom 4 (C): -0.588, atom 5 (C): -1.078, atom 6 (C): -0.812, atom 7 (P): 1.375, atom 8 (C): -1.025, atom 9 (C): -1.090, atom 10 (H): 0.470, atom 11 (H): 0.243, atom 12 (H): 0.359, atom 13 (H): 0.562, atom 14 (H): 0.327, atom 15 (H): -0.469, atom 16 (H): 0.366, atom 17 (H): 0.533, atom 18 (H): 0.526, atom 19 (H): 0.345, atom 20 (H): 0.530, atom 21 (H): 0.129, atom 22 (H): 0.033, atom 23 (H): 0.506, atom 24 (H): 0.245, atom 25 (H): 0.010, atom 26 (F): -0.292, atom 27 (C): 0.564, atom 28 (C): 0.170, atom 29 (F): -0.284, atom 30 (C): 0.595, atom 31 (F): -0.345, atom 32 (C): 0.063, atom 33 (S): -0.387, atom 34 (C): -0.262, atom 35 (F): -0.288, atom 36 (C): 0.037, atom 37 (F): -0.312, atom 38 (N): -0.333, atom 39 (C): 0.158, atom 40 (N): 0.218, atom 41 (C): -0.633, atom 42 (C): -0.516, atom 43 (O): -0.345, atom 44 (C): -0.757, atom 45 (C): -0.003, atom 46 (H): 0.463, atom 47 (H): 0.309, atom 48 (H): 0.286, atom 49 (H): 0.286, atom 50 (H): 0.336, atom 51 (H): 0.389, atom 52 (H): -0.045, atom 53 (H): 0.296, atom 54 (N): -0.300, atom 55 (C): 0.485, atom 56 (N): -0.382, atom 57 (O): -0.291, atom 58 (H): 0.231, atom 59 (H): 0.080, atom 60 (H): 0.191, atom 61 (H): 0.241, atom 62 (C): -1.117, atom 63 (As): 0.951, atom 64 (C): -1.458, atom 65 (C): -1.291, atom 66 (H): 0.467, atom 67 (H): 0.261, atom 68 (H): 0.332, atom 69 (H): 0.553, atom 70 (H): 0.518, atom 71 (H): 0.284, atom 72 (H): 0.508, atom 73 (H): 0.250, atom 74 (H): 0.274

=====

[2]
The following is a quantum chemistry calculation of a structure of composition C21H37BBrIN2O13PS2, from the Open Molecules 2025 dataset.

## Properties
Gap between HOMO and LUMO in eV: 7.726
F_max in hartree/bohr: 0.1558
E in eV: -161731.476
Total charge: +1
HOMO energy in eV: -12.359
Multiplicity: 1
Relative energy (zero: lowest compared OMol25 entry of this formula, charge and spin) in kJ/mol: 975.75

Element x y z (Å)
C: -1.1803 -2.4790 -3.3057
C: -1.0189 -2.3492 -1.9878
C: -1.0510 -1.7945 -0.4328
I: -2.2308 -3.5383 0.3438
C: -2.1261 -0.5959 -0.3058
C: -2.8277 -0.1378 -1.7293
C: -3.6679 1.2343 -1.6547
C: -2.8324 2.5744 -2.0293
S: -3.8194 4.1099 -1.5360
O: -4.4397 3.9848 -0.1551
O: -2.7578 5.2095 -1.4161
O: -4.8925 4.6073 -2.7302
B: -3.4720 -0.9659 0.6162
C: -4.9642 -1.3323 -0.0163
O: -3.5175 -0.8595 2.0631
O: -1.6627 0.6736 0.1905
C: -0.4331 0.7023 0.9342
O: -0.6616 0.0055 2.1801
N: -1.1890 0.6904 3.2049
O: -0.4554 0.6859 4.1625
P: -0.2616 2.5382 1.2607
O: 0.5655 3.0039 2.4693
O: -1.8793 3.1044 1.6089
O: 0.1285 3.5713 -0.0473
C: 0.8102 -0.1387 0.2418
C: 2.0855 -0.0273 1.2939
C: 2.9253 1.3147 1.3876
C: 4.4456 1.1574 0.7807
O: 5.1181 0.1943 1.6369
C: 6.2679 -0.3971 1.0057
C: 6.0227 -1.4016 -0.2314
O: 7.4300 -0.1381 1.4776
C: 1.4500 0.5139 -1.0510
C: 0.8939 0.5938 -2.5179
C: 2.1458 0.2047 -3.5288
Br: 0.4408 2.4647 -3.1643
N: 0.3311 -1.6166 0.1572
S: 1.3449 -2.3119 -1.2085
C: 0.8588 -2.6114 1.1343
C: 0.6639 -2.7672 2.6816
C: -0.7556 -2.8876 3.4075
O: 1.2864 -4.0982 2.9732
H: -0.9934 -2.9618 -4.3453
H: -2.0207 0.1204 -2.5365
H: -3.4051 -1.0190 -2.2284
H: -4.2295 1.4664 -0.6908
H: -4.4859 1.1499 -2.4864
H: -1.8610 2.6511 -1.4039
H: -2.5802 2.6359 -3.1537
H: -5.7944 4.2097 -2.5478
H: -5.5714 -1.9584 0.7612
H: -4.9023 -1.9777 -0.9636
H: -5.5822 -0.3593 -0.1651
H: -4.2681 -1.4050 2.3948
H: -1.7559 4.0786 1.7866
H: 1.1076 3.7073 -0.0089
H: 1.8185 -0.2973 2.3673
H: 2.8696 -0.7590 0.8209
H: 2.5176 2.2791 0.9415
H: 3.1295 1.5685 2.5102
H: 4.9296 2.2077 0.9061
H: 4.4637 0.9182 -0.3410
H: 6.8312 -2.2362 -0.1426
H: 4.9895 -1.9344 -0.1513
H: 6.1152 -0.8087 -1.2159
H: 2.5789 0.2118 -1.1086
H: 1.5417 1.6647 -0.8405
H: 0.0621 -0.0691 -2.8893
H: 1.8471 0.2914 -4.6341
H: 2.9889 0.9595 -3.2858
H: 2.5690 -0.8451 -3.3016
H: 2.6787 -2.0235 -0.9365
H: 2.0297 -2.7197 1.0581
H: 0.6340 -3.6780 0.6912
H: 1.3048 -2.0909 3.3906
H: -1.6036 -2.2285 3.0269
H: -1.1523 -3.9854 3.3908
H: -0.6131 -2.6465 4.5399
H: 0.6936 -4.8073 2.6276

In the Mulliken picture, each atom carries the following charge in e: atom 1 (C): -0.551, atom 2 (C): 0.125, atom 3 (C): -1.105, atom 4 (I): 0.179, atom 5 (C): 1.150, atom 6 (C): -0.981, atom 7 (C): -1.440, atom 8 (C): 0.275, atom 9 (S): 1.122, atom 10 (O): -0.582, atom 11 (O): -0.646, atom 12 (O): -0.481, atom 13 (B): 1.144, atom 14 (C): -0.942, atom 15 (O): -0.919, atom 16 (O): -0.054, atom 17 (C): -0.787, atom 18 (O): 0.415, atom 19 (N): 0.089, atom 20 (O): -0.326, atom 21 (P): 0.871, atom 22 (O): -0.630, atom 23 (O): -0.476, atom 24 (O): -0.535, atom 25 (C): 1.383, atom 26 (C): 0.012, atom 27 (C): -0.379, atom 28 (C): -0.475, atom 29 (O): -0.236, atom 30 (C): 0.520, atom 31 (C): -0.586, atom 32 (O): -0.542, atom 33 (C): -0.893, atom 34 (C): -0.134, atom 35 (C): -1.025, atom 36 (Br): -0.056, atom 37 (N): 1.498, atom 38 (S): -0.195, atom 39 (C): -1.054, atom 40 (C): 0.256, atom 41 (C): -0.875, atom 42 (O): -0.597, atom 43 (H): 0.367, atom 44 (H): 0.205, atom 45 (H): 0.532, atom 46 (H): 0.670, atom 47 (H): 0.327, atom 48 (H): -0.496, atom 49 (H): 0.515, atom 50 (H): 0.383, atom 51 (H): 0.341, atom 52 (H): 0.276, atom 53 (H): 0.217, atom 54 (H): 0.289, atom 55 (H): 0.370, atom 56 (H): 0.402, atom 57 (H): -0.114, atom 58 (H): -0.202, atom 59 (H): -0.071, atom 60 (H): 0.429, atom 61 (H): 0.415, atom 62 (H): 0.151, atom 63 (H): 0.335, atom 64 (H): 0.061, atom 65 (H): 0.255, atom 66 (H): 0.166, atom 67 (H): 0.476, atom 68 (H): -0.079, atom 69 (H): 0.404, atom 70 (H): 0.348, atom 71 (H): 0.192, atom 72 (H): 0.050, atom 73 (H): 0.226, atom 74 (H): 0.810, atom 75 (H): 0.149, atom 76 (H): 0.164, atom 77 (H): 0.270, atom 78 (H): 0.232, atom 79 (H): 0.400

=====

[3]
The following is a quantum chemistry calculation of a structure of composition C21H37Br2N4O3, from the Open Molecules 2025 dataset.

## Properties
Gap between HOMO and LUMO in eV: 6.163
F_max in hartree/bohr: 0.1400
E in eV: -174544.985
Total charge: +1
HOMO energy in eV: -11.039
Multiplicity: 1

Element x y z (Å)
C: 3.4916 -3.6471 0.4621
C: 1.9624 -3.3313 1.0141
Br: 1.1594 -4.9965 1.7818
C: 1.0254 -2.6333 -0.1830
Br: -0.5358 -3.8422 -0.4429
N: 0.7246 -1.2380 0.2886
C: 1.6024 -0.1822 -0.3438
C: 2.2422 0.8982 0.7325
C: 3.6030 1.7176 0.2274
C: 4.3061 2.8582 1.1943
C: 3.6464 3.1427 2.6751
C: 2.3151 2.3339 3.1974
C: 1.6196 1.2062 2.2255
C: -0.7395 -0.8826 0.2831
N: -1.3190 -0.5876 -0.9579
N: -1.6318 -0.7316 1.4874
C: -1.1616 -1.4836 2.7011
N: -1.7693 -2.8491 2.9139
C: -3.0982 -0.8953 1.1891
C: -3.7071 0.6308 0.8735
C: -5.2997 0.5669 1.3004
O: -6.1326 1.5681 0.6008
H: 3.8712 -2.7533 -0.2207
H: 3.4051 -4.6295 -0.2090
H: 4.2443 -3.8949 1.3396
H: 2.0888 -2.5241 1.8787
H: 1.6892 -2.6989 -1.1582
H: 2.5414 -0.7129 -0.8554
H: 1.0969 0.4494 -1.1889
H: 4.0784 1.5219 -0.8499
H: 5.2551 3.4690 0.8434
H: 4.1238 3.9322 3.3997
H: 1.8091 2.5314 4.2362
H: 0.6738 0.6179 2.5853
H: -1.8544 -1.3043 -1.5236
H: -1.2148 0.4137 -1.2852
H: -1.4818 -0.8296 3.6476
H: 0.0066 -1.6089 2.7975
H: -2.5544 -2.8390 3.6018
H: -2.0344 -3.3301 2.0281
H: -3.3521 -1.6665 0.3322
H: -3.7274 -1.2645 2.1343
H: -3.5120 0.9788 -0.2265
H: -3.1898 1.3418 1.6801
H: -5.6928 -0.5124 1.0012
H: -5.4560 0.6387 2.4789
H: -5.4642 2.2201 0.2082
C: -2.6997 4.8369 -0.2689
C: -1.6969 3.7144 -0.2519
O: -2.0270 2.5591 -0.5150
C: -0.2744 4.0599 0.0993
H: -3.6842 4.4400 -0.5385
H: -2.7654 5.2913 0.7229
H: -2.4084 5.5840 -1.0113
H: -0.2321 4.4797 1.1074
H: 0.1248 4.7725 -0.6268
H: 0.3370 3.1518 0.0718
C: 0.9722 -2.2151 -3.9281
C: 1.9663 -1.2987 -4.5900
O: 2.3664 -0.2793 -4.0301
C: 2.4521 -1.6779 -5.9634
H: 0.7113 -1.8159 -2.9422
H: 0.0636 -2.2761 -4.5324
H: 1.4108 -3.2077 -3.7987
H: 1.6095 -1.7150 -6.6584
H: 2.9565 -2.6466 -5.9247
H: 3.1649 -0.9254 -6.3167

In the natural (NBO) picture, each atom carries the following charge in e: atom 1 (C): -0.656, atom 2 (C): -0.285, atom 3 (Br): 0.035, atom 4 (C): -0.098, atom 5 (Br): 0.054, atom 6 (N): -0.593, atom 7 (C): -0.275, atom 8 (C): -0.047, atom 9 (C): -0.235, atom 10 (C): -0.210, atom 11 (C): -0.220, atom 12 (C): -0.219, atom 13 (C): -0.258, atom 14 (C): 0.908, atom 15 (N): -1.008, atom 16 (N): -0.357, atom 17 (C): -0.096, atom 18 (N): -0.835, atom 19 (C): -0.271, atom 20 (C): -0.449, atom 21 (C): -0.075, atom 22 (O): -0.710, atom 23 (H): 0.220, atom 24 (H): 0.231, atom 25 (H): 0.260, atom 26 (H): 0.247, atom 27 (H): 0.258, atom 28 (H): 0.255, atom 29 (H): 0.239, atom 30 (H): 0.251, atom 31 (H): 0.256, atom 32 (H): 0.247, atom 33 (H): 0.246, atom 34 (H): 0.217, atom 35 (H): 0.462, atom 36 (H): 0.471, atom 37 (H): 0.223, atom 38 (H): 0.247, atom 39 (H): 0.385, atom 40 (H): 0.382, atom 41 (H): 0.236, atom 42 (H): 0.253, atom 43 (H): 0.264, atom 44 (H): 0.218, atom 45 (H): 0.169, atom 46 (H): 0.183, atom 47 (H): 0.469, atom 48 (C): -0.724, atom 49 (C): 0.630, atom 50 (O): -0.621, atom 51 (C): -0.725, atom 52 (H): 0.230, atom 53 (H): 0.244, atom 54 (H): 0.248, atom 55 (H): 0.245, atom 56 (H): 0.246, atom 57 (H): 0.238, atom 58 (C): -0.722, atom 59 (C): 0.598, atom 60 (O): -0.561, atom 61 (C): -0.724, atom 62 (H): 0.213, atom 63 (H): 0.242, atom 64 (H): 0.236, atom 65 (H): 0.238, atom 66 (H): 0.237, atom 67 (H): 0.246